(1)
# C27H28NO2S

C27H28NO2S as an isolated structure at a distorted geometry (ωB97M-V/def2-TZVPD, OMol25).

Electronic energy in eV: -44865.064
Frontier orbital gap in eV: 7.349

ORCA input file:
```
! RIJCOSX wB97M-V def2-TZVPD def2/J DEFGRID3
* xyz 1 1
H -3.82 -3.67 -1.02
C -5.30 3.50 0.32
C 2.12 -2.01 -0.56
C -2.80 2.15 0.03
H -6.17 1.72 -0.51
H 6.95 -2.82 -2.59
C -1.22 5.29 1.18
H 6.88 -4.48 -3.28
C 1.80 -2.93 -1.58
C 2.80 -3.48 -2.36
C 4.17 -3.18 -2.08
C -2.25 -2.49 -1.95
H -3.75 -2.36 1.13
H 0.08 0.85 -1.40
C 6.48 -3.82 -2.52
H 2.56 -4.11 -3.20
C 1.21 -0.77 3.42
C -3.16 -2.79 -0.93
H -2.24 -0.38 1.32
C -2.28 -0.96 0.38
C -0.66 0.68 -0.59
H 1.55 0.68 0.05
C 1.11 -1.46 0.41
C 1.54 1.79 2.56
C -1.35 1.87 -0.15
H 6.68 -4.23 -1.52
H -0.66 -1.19 -2.63
C -4.12 4.14 0.74
H 5.51 -1.92 -0.89
H 0.74 -0.53 4.38
N -1.57 3.95 0.73
H 2.28 -0.55 3.51
H 0.76 -3.18 -1.78
H -0.85 5.87 0.33
C 3.44 -1.67 -0.33
S 0.46 0.38 2.22
H -2.20 -3.16 -2.84
H 3.67 -0.91 0.42
H 0.96 2.50 3.15
H -2.12 5.78 1.60
C -0.68 3.03 0.26
C -5.24 2.20 -0.19
C 0.87 -0.01 0.55
H -4.18 5.13 1.23
H 1.03 -1.81 3.13
C 4.48 -2.24 -1.06
H -6.26 4.01 0.39
H -4.02 0.49 -0.64
C -1.49 -0.55 -0.70
H 0.39 3.20 0.23
H -0.45 5.27 1.97
C -3.14 -2.06 0.27
O 5.09 -3.80 -2.87
C -4.01 1.52 -0.29
H 1.90 2.24 1.64
O 0.39 -2.25 1.04
C -2.90 3.47 0.57
C -1.38 -1.39 -1.83
H 2.37 1.47 3.16
*
```

Here are the natural (NBO) charges for atoms 1 to 2, given in e:
1 H 0.230
2 C -0.192


(2)
# C4H4HgO

C4H4HgO as an isolated structure at a distorted geometry (ωB97M-V/def2-TZVPD, OMol25).

Electronic energy in eV: -10427.708
Frontier orbital gap (spin up / spin down) in eV: 6.601 / 5.069

ORCA input file:
```
! RIJCOSX wB97M-V def2-TZVPD def2/J DEFGRID3
* xyz -1 2
C 0.19 -0.81 -1.02
C -0.35 0.48 -1.38
H 1.20 -1.03 -1.39
Hg -2.13 1.39 0.83
C 0.39 0.03 0.82
H 1.26 0.70 1.02
H 0.92 -0.89 1.16
C -0.25 1.57 -0.73
O -0.70 0.20 1.66
H -0.53 -1.64 -0.97
*
```

Here are the natural (NBO) charges for atoms 1 to 2, given in e:
1 C -0.509
2 C -0.385


(3)
# C51H128N8O17

A 9-piece molecular cluster, C51H128N8O17 overall at a distorted geometry (ωB97M-V/def2-TZVPD, OMol25).

Electronic energy in eV: -101677.059
Frontier orbital gap in eV: 8.905

ORCA input file:
```
! RIJCOSX wB97M-V def2-TZVPD def2/J DEFGRID3
* xyz 0 1
H -0.85 -2.73 -0.72
C 2.08 1.74 -2.94
C -3.77 -0.38 2.94
O 0.86 7.55 -1.92
H -3.20 -1.59 -6.68
H 0.07 -4.80 -3.25
H -4.44 -1.34 9.06
C 1.59 7.56 -3.12
H -5.00 -2.57 -1.46
H -2.71 -1.71 -3.21
H 8.72 0.79 -2.51
H 3.21 7.10 1.39
C -3.52 -3.78 -1.95
O -5.16 -5.10 -0.69
H -0.55 -2.26 -7.50
H 9.06 -0.48 -3.69
C -1.70 -0.22 6.22
H -0.02 8.84 0.21
C 2.32 7.06 2.04
H -3.37 3.03 -3.91
O 2.10 -2.74 5.53
C -2.70 1.43 -5.28
H 2.44 7.13 -0.70
H -2.83 -3.64 -1.12
H -3.30 -3.52 -5.32
O 4.08 -1.46 0.33
H 4.92 -2.18 2.10
H -3.73 -2.08 0.96
H -2.64 1.18 -10.05
H -4.76 0.40 9.30
H -3.20 1.07 4.44
H 0.20 7.02 0.18
H -3.60 -5.97 -1.81
H -0.97 -0.41 -9.18
N 4.46 -2.72 7.01
H 1.00 -2.73 3.73
O -4.41 3.10 -5.70
C 1.06 -0.46 0.91
H 6.48 -1.61 -4.20
C -5.71 1.16 -1.38
H 8.90 -4.39 6.16
H -1.14 0.13 -7.48
O -4.80 0.08 -1.28
C 0.09 -2.44 -0.28
O 0.68 1.52 -3.15
C -3.75 2.34 -4.70
C -5.59 3.68 -5.12
H -7.14 -5.60 -0.13
H 2.15 4.94 2.54
H -1.60 -0.86 8.24
H 0.32 -6.28 -4.01
H -6.48 1.06 -2.20
H -5.43 -2.31 1.41
H -0.56 -0.27 6.32
H 1.55 0.08 -4.32
H -2.87 -3.95 -2.81
H 4.91 -1.02 -2.04
H 0.98 6.97 -3.83
C 0.17 -5.22 -4.18
H 2.74 -3.11 0.21
C -0.01 -0.99 0.00
H 1.16 4.16 -0.89
H 0.87 -2.68 -1.03
H 0.24 -1.95 5.16
H 2.85 0.28 3.91
H -2.26 2.00 -6.05
H -2.56 2.03 -8.51
H -1.95 0.80 6.39
H 1.72 3.29 0.56
H -5.00 -5.21 -2.66
O -2.92 -0.13 -8.44
H 5.75 -1.09 6.76
H -1.54 3.15 -1.07
H 2.67 7.33 3.02
C 0.55 0.25 -3.85
C 1.18 4.11 0.21
H 3.01 -4.08 4.14
H -2.96 2.11 -0.77
H 0.96 -4.88 -4.80
C -3.04 1.19 -9.02
C 8.69 -3.35 5.97
H 3.63 -2.19 7.20
H 2.85 -4.60 5.85
C -2.13 3.42 2.88
C -6.24 -6.03 -0.68
H -0.78 -0.44 -5.35
C -2.36 -0.81 7.42
H 2.24 2.40 -2.07
C 3.55 -2.62 -1.68
C -1.57 -0.53 -8.26
H -4.05 1.45 -9.06
H -3.23 -0.25 9.88
H -2.78 -1.33 -1.49
N -1.69 1.05 -4.30
H -2.64 -4.29 -6.63
H -0.27 2.91 2.43
C -4.33 -5.11 -1.82
H -0.23 -3.28 -5.76
C 4.21 -1.44 1.76
H -1.34 1.43 -0.86
C -4.11 -0.15 -2.50
H -1.03 3.72 5.06
H 0.61 5.82 2.29
C 5.91 -2.68 -2.49
H -4.69 0.07 2.63
H 0.05 -0.48 -0.99
C 1.68 5.72 1.95
C -4.40 -2.42 1.77
N 4.66 -2.00 -2.41
H 0.29 -3.71 5.00
H -5.90 -6.94 -0.20
H 2.18 8.83 -1.05
H -5.28 4.14 -4.19
H -2.23 4.42 1.04
H -2.38 -1.59 4.79
C -2.41 3.37 1.41
N 1.45 8.15 1.63
H 0.94 -0.91 1.90
H 5.72 -3.69 -2.96
H -3.40 0.62 -2.70
N -4.33 -2.59 -2.23
H -0.52 1.27 4.44
H -6.42 2.99 -4.98
C 0.19 2.00 4.72
O -3.44 0.00 7.78
H -3.50 3.07 1.17
C 8.24 0.11 -3.19
H 5.21 -3.89 5.52
H 4.50 -3.45 0.14
C -3.99 -0.32 9.06
N -2.20 -0.65 4.94
C -1.17 -3.66 -5.25
H -4.26 -0.14 5.05
H 0.17 4.02 0.55
H 6.31 -2.95 -1.46
H 0.32 1.92 5.79
H -3.22 0.59 -5.72
O -1.05 -5.01 -4.86
H 5.52 -1.41 8.41
H 3.23 -1.51 2.31
N -2.39 -2.15 -6.53
H 0.62 4.10 4.55
H 6.71 -3.72 7.85
H 0.21 -3.14 0.65
H 0.93 0.59 1.08
H -1.40 0.10 1.03
H 2.52 0.80 -2.69
C -2.46 -3.45 -5.98
H 2.11 -0.57 0.53
C 3.09 -3.75 5.21
C 1.68 7.91 -0.86
H 7.85 -2.51 -3.41
H -1.22 -3.02 -4.32
H -4.58 1.83 -4.24
O 7.42 -0.84 -2.42
H 2.53 6.97 -2.99
C 0.84 -2.82 4.86
C -3.39 0.03 4.40
H 1.77 0.02 5.24
H 9.05 -3.08 4.98
H 7.66 -2.18 7.96
H 1.84 8.55 -3.49
H -1.41 1.86 -3.75
O 1.75 5.35 0.58
H -1.86 -2.57 -8.54
H -2.91 -0.15 2.30
C 3.70 -2.73 -0.17
C 5.65 -1.91 7.44
O -4.11 -1.84 3.02
C -3.39 -1.44 -2.38
H -2.66 -1.87 7.40
H -0.16 1.13 -5.69
H -4.23 -3.49 1.96
C 6.89 -2.75 7.42
H 4.89 -2.36 4.89
C 6.95 -1.91 -3.25
C 4.47 -3.10 5.62
H 9.34 -2.80 6.69
H 4.64 -0.45 1.98
H -5.20 2.09 -1.77
H 3.33 -3.63 -2.12
C -0.51 0.47 -4.90
N -0.69 3.57 3.03
H 0.76 8.44 2.28
H 2.67 -2.02 -1.95
O -1.30 -0.75 0.56
O 7.34 -2.89 6.05
O -1.65 2.34 0.83
O 1.45 1.76 4.09
H 0.37 -0.53 -3.13
H 2.61 2.15 -3.82
C 0.73 7.99 0.32
C -1.90 2.29 -0.56
H -2.58 4.37 3.26
C 1.78 0.33 4.16
H 7.57 0.60 -3.91
C -0.23 3.43 4.37
C -1.60 -1.96 -7.68
H -4.91 -0.33 -3.26
H -6.15 1.26 -0.39
H -6.60 -6.21 -1.68
H 1.14 -0.31 3.54
H -5.95 4.49 -5.79
H -2.55 2.61 3.49
*
```

Here are the Mulliken charges for atoms 1 to 2, given in e:
1 H -0.645
2 C -0.328